(1)
The ion CH2N3O3 with charge -1. Source: the Open Molecules 2025 dataset; level of theory: the ωB97M-V functional and the def2-TZVPD basis.

The LUMO energy is 4.183 eV. The spin multiplicity is 1. The value obtained for the HOMO-LUMO gap is 6.8 eV. The calculation puts the molar mass at 104.0 g mol⁻¹. As for the total charge: -1.

Geometry (Å):
O -2.385 -0.950 0.189
N -1.274 -0.317 -0.220
C -0.032 -0.622 -0.208
N 0.961 -1.415 0.366
O 1.976 -0.373 0.070
N 0.968 0.427 -0.600
O 0.805 1.563 0.146
H -1.567 0.503 -0.749
H 0.548 1.185 1.006

(2)
A cluster of 2 separate species, CH2N3O3 in total. Source: the Open Molecules 2025 dataset; level of theory: the ωB97M-V functional and the def2-TZVPD basis.

The LUMO energy (alpha / beta) is 4.395 / 4.385 eV. The spin multiplicity is 1. The value obtained for the HOMO-LUMO gap (alpha / beta) is 6.0 / 7.8 eV. The calculation puts the molar mass at 104.0 g mol⁻¹. As for the total charge: -1.

Geometry (Å):
C -1.546 0.053 -0.327
N 0.734 0.190 1.255
N 2.214 -0.801 -1.067
N 0.335 -0.904 1.062
O -1.021 -1.039 0.090
O -2.453 0.206 -1.183
O 2.119 0.346 -0.835
H -0.995 0.867 0.241
H 0.613 1.082 0.763

The most stable arrangement is (2), and the next structure is 184.1 kJ/mol less stable.

(1)
The ion C4H13N2O with charge +1. Source: the Open Molecules 2025 dataset; level of theory: the ωB97M-V functional and the def2-TZVPD basis.

The LUMO energy is -2.918 eV. The spin multiplicity is 1. The value obtained for the HOMO-LUMO gap is 11.5 eV. The calculation puts the molar mass at 105.2 g mol⁻¹. As for the total charge: +1.

Geometry (Å):
N -1.801 -0.919 -1.293
C -1.933 0.007 -0.136
C -0.751 -0.242 0.778
C 0.508 0.447 0.290
N 0.803 0.221 -1.170
C 1.696 0.039 1.133
O 2.783 0.847 0.733
H -2.117 -1.836 -1.064
H -2.446 -0.626 -2.024
H -2.905 0.033 0.352
H -1.803 1.002 -0.594
H -0.551 -1.301 0.803
H -1.038 0.089 1.768
H 0.419 1.520 0.391
H -0.017 -0.450 -1.506
H 1.748 -0.118 -1.267
H 0.721 1.053 -1.738
H 1.947 -0.991 0.872
H 1.416 0.177 2.175
H 3.322 1.047 1.496

(2)
A cluster of 2 separate species, C4H13N2O in total. Source: the Open Molecules 2025 dataset; level of theory: the ωB97M-V functional and the def2-TZVPD basis.

The LUMO energy is -3.421 eV. The spin multiplicity is 1. The value obtained for the HOMO-LUMO gap is 11.7 eV. The calculation puts the molar mass at 105.2 g mol⁻¹. As for the total charge: +1.

Geometry (Å):
C -2.803 -0.549 -0.246
C -1.837 0.611 -0.638
C -0.425 0.386 -0.132
N 2.163 -0.896 0.388
C 1.226 -1.446 -0.342
N 0.151 -0.839 -0.752
H -3.821 -0.258 0.003
H -2.387 -1.158 0.566
H -2.973 -1.238 -1.084
H -1.765 0.629 -1.723
H -2.223 1.567 -0.301
H 0.230 1.260 -0.210
H -0.484 0.094 0.927
H 2.711 -1.410 1.065
H 2.260 0.099 0.577
H 1.277 -2.514 -0.516
H -0.444 -1.185 -1.488
H 3.774 2.508 1.283
H 2.316 2.456 1.183
O 3.056 1.885 1.440

(3)
A cluster of 2 separate species, C4H13N2O in total. Source: the Open Molecules 2025 dataset; level of theory: the ωB97M-V functional and the def2-TZVPD basis.

The LUMO energy is -3.096 eV. The spin multiplicity is 1. The value obtained for the HOMO-LUMO gap is 10.6 eV. The calculation puts the molar mass at 105.2 g mol⁻¹. As for the total charge: +1.

Geometry (Å):
N -0.846 -0.632 -1.083
C -0.259 -0.760 -2.438
O -0.904 -1.853 -3.129
H -1.700 -0.038 -1.057
H -1.071 -1.542 -0.714
H -0.356 0.111 -3.045
H 0.823 -0.909 -2.279
H -0.630 -1.868 -4.071
C -0.451 1.605 1.897
C 0.542 0.527 1.638
C 0.837 -0.453 2.510
N 1.029 0.474 0.311
H -0.935 1.475 2.871
H -0.050 2.598 1.906
H -1.254 1.539 1.148
H 1.366 -1.340 2.188
H 0.583 -0.325 3.548
H 1.188 1.436 -0.082
H 0.187 0.007 -0.354
H 1.900 -0.052 0.233

(4)
A cluster of 2 separate species, C4H13N2O in total. Source: the Open Molecules 2025 dataset; level of theory: the ωB97M-V functional and the def2-TZVPD basis.

The LUMO energy is -2.920 eV. The spin multiplicity is 1. The value obtained for the HOMO-LUMO gap is 11.0 eV. The calculation puts the molar mass at 105.2 g mol⁻¹. As for the total charge: +1.

Geometry (Å):
C 1.509 -3.094 -2.233
C -0.878 2.790 0.985
C 0.797 -2.361 -1.183
C -0.290 1.405 0.763
N -0.116 0.582 1.861
N -1.273 0.541 -0.188
O 0.506 -1.172 -1.047
H 1.160 -2.835 -3.297
H 1.373 -4.279 -2.153
H 2.514 -2.796 -2.144
H -1.739 2.859 1.582
H -1.027 3.241 0.104
H -0.081 3.296 1.581
H 0.458 -3.037 -0.387
H 0.570 -0.259 1.873
H -0.592 1.021 2.647
H -0.699 -0.226 -0.531
H -1.582 1.009 -1.105
H -2.153 0.215 0.400
H 0.639 1.507 0.144

The most stable arrangement is (2), and the next structure is 20.7 kJ/mol less stable.

(1)
The ion C4H13N2O with charge +1. Source: the Open Molecules 2025 dataset; level of theory: the ωB97M-V functional and the def2-TZVPD basis.

The LUMO energy is -3.000 eV. The spin multiplicity is 1. The value obtained for the HOMO-LUMO gap is 11.1 eV. The calculation puts the molar mass at 105.2 g mol⁻¹. As for the total charge: +1.

Geometry (Å):
N -2.258 -0.719 0.034
C -1.611 -0.695 1.356
C -0.312 0.132 1.277
C 0.258 0.333 -0.100
N 0.344 -0.996 -0.826
C 1.619 0.975 -0.110
O 1.946 1.108 -1.488
H -3.097 -1.281 0.085
H -2.567 0.195 -0.287
H -1.290 -1.727 1.513
H -2.248 -0.335 2.154
H 0.463 -0.318 1.905
H -0.469 1.097 1.745
H -0.323 0.930 -0.761
H -0.504 -1.532 -0.625
H 1.206 -1.509 -0.651
H 0.327 -0.827 -1.833
H 2.364 0.348 0.386
H 1.496 1.943 0.373
H 2.613 1.798 -1.631

(2)
A cluster of 2 separate species, C4H13N2O in total. Source: the Open Molecules 2025 dataset; level of theory: the ωB97M-V functional and the def2-TZVPD basis.

The LUMO energy is -3.280 eV. The spin multiplicity is 1. The value obtained for the HOMO-LUMO gap is 8.4 eV. The calculation puts the molar mass at 105.2 g mol⁻¹. As for the total charge: +1.

Geometry (Å):
C -0.550 0.472 -0.277
C 0.009 0.353 1.129
C 1.498 0.104 1.265
C 1.945 -0.591 2.316
N 2.339 0.628 0.267
N -1.323 -0.780 -0.674
H -1.116 1.366 -0.506
H 0.255 0.439 -0.977
H -0.122 1.320 1.628
H -0.570 -0.313 1.769
H 2.998 -0.720 2.506
H 1.179 -1.156 2.822
H 3.181 0.984 0.693
H 1.943 1.342 -0.320
H -1.368 -1.441 0.101
H -2.197 -0.623 -1.226
H -0.781 -1.319 -1.293
H -2.988 -0.712 -3.557
H -3.114 0.748 -2.964
O -2.662 -0.102 -2.894

(3)
The ion C4H13N2O with charge +1. Source: the Open Molecules 2025 dataset; level of theory: the ωB97M-V functional and the def2-TZVPD basis.

The LUMO energy is -2.952 eV. The spin multiplicity is 1. The value obtained for the HOMO-LUMO gap is 11.6 eV. The calculation puts the molar mass at 105.2 g mol⁻¹. As for the total charge: +1.

Geometry (Å):
C -1.635 0.730 0.079
N -0.645 -0.351 0.293
C -1.098 -1.679 -0.315
C 0.866 0.083 -0.084
C 1.451 1.051 0.872
N 0.984 0.350 -1.413
O 1.523 -1.346 0.733
H -2.387 0.630 0.880
H -1.304 1.706 0.290
H -2.098 0.771 -0.859
H -0.539 -0.673 1.246
H -1.437 -1.326 -1.314
H -0.286 -2.468 -0.447
H -2.033 -1.904 0.115
H 1.104 2.055 0.611
H 2.550 1.162 0.790
H 1.167 0.638 1.896
H 0.389 0.183 -2.160
H 1.709 0.989 -1.668
H 2.436 -1.231 0.599

The most stable arrangement is (1), and the next structure is 77.2 kJ/mol less stable.

(1)
The molecule C5H5NO2. Source: the Open Molecules 2025 dataset; level of theory: the ωB97M-V functional and the def2-TZVPD basis.

The LUMO energy is 0.017 eV. The spin multiplicity is 1. The value obtained for the HOMO-LUMO gap is 8.9 eV. The calculation puts the molar mass at 111.1 g mol⁻¹.

Geometry (Å):
O 1.836 -1.075 -1.539
C 1.004 -0.194 -0.828
C 1.157 -0.333 0.863
O 2.149 -0.305 1.606
C -0.403 -0.175 0.980
C -0.657 1.136 0.230
C -0.436 0.293 -1.039
N -0.738 -1.037 -0.299
H -0.849 -0.144 1.986
H -1.757 1.598 0.428
H -0.055 2.046 0.172
H -0.802 0.142 -1.978
H -0.449 -1.953 -0.583

(2)
The molecule C5H5NO2. Source: the Open Molecules 2025 dataset; level of theory: the ωB97M-V functional and the def2-TZVPD basis.

The LUMO energy is 0.614 eV. The spin multiplicity is 1. The value obtained for the HOMO-LUMO gap is 10.0 eV. The calculation puts the molar mass at 111.1 g mol⁻¹.

Geometry (Å):
C 1.972 0.153 -0.431
C 0.823 -0.153 0.449
O 0.132 -1.677 0.261
C -0.961 -1.031 -0.150
N -2.223 -1.234 -0.302
O -2.769 -0.016 -0.065
C -1.816 0.939 0.112
C -0.560 0.349 -0.006
H 2.302 1.200 -0.217
H 2.705 -0.525 -0.182
H 1.553 0.221 -1.449
H 1.058 -0.134 1.457
H -2.216 1.906 0.523

The most stable arrangement is (2), and the next structure is 87.3 kJ/mol less stable.

(1)
The molecule C5H5NO2. Source: the Open Molecules 2025 dataset; level of theory: the ωB97M-V functional and the def2-TZVPD basis.

The LUMO energy is 0.039 eV. The spin multiplicity is 1. The value obtained for the HOMO-LUMO gap is 9.1 eV. The calculation puts the molar mass at 111.1 g mol⁻¹.

Geometry (Å):
C 0.246 2.053 0.266
C -0.356 0.845 -0.026
C -1.677 0.535 -0.470
N -1.899 -0.704 -0.130
O -0.894 -1.353 0.368
C 0.309 -0.469 0.490
C 1.435 -0.765 -0.371
O 2.477 -0.203 -0.185
H -0.042 3.186 -0.037
H 1.232 1.693 0.569
H -2.390 1.236 -0.702
H 0.674 -0.452 1.475
H 1.410 -1.476 -1.203

(2)
A structure of composition C5H5NO2. Source: the Open Molecules 2025 dataset; level of theory: the ωB97M-V functional and the def2-TZVPD basis.

The LUMO energy is 0.572 eV. The spin multiplicity is 1. The value obtained for the HOMO-LUMO gap is 10.1 eV. The calculation puts the molar mass at 111.1 g mol⁻¹.

Geometry (Å):
C -0.381 1.367 -0.456
C -0.253 -0.103 -0.013
C 0.208 -1.085 -0.617
C 0.217 -2.189 0.486
C -0.349 -1.662 1.529
H 1.449 3.665 -1.213
H -1.331 1.677 -0.255
H 0.784 -1.297 -1.252
H 0.313 -3.295 0.393
H -0.712 -1.996 2.202
N 0.590 1.960 -0.850
O 0.258 3.291 -1.222
O -0.795 -0.332 1.268

The most stable arrangement is (1), and the next structure is 361.2 kJ/mol less stable.